(1)
A structure of composition ClNO4S at a distorted geometry, computed with the ωB97M-V functional and the def2-TZVPD basis.

Values from the calculation:
HOMO (spin up / spin down)	-10.636 / -11.002	eV
LUMO energy (spin up / spin down)	-3.6 / -3.4	eV
relative energy (zero: lowest compared OMol25 entry of this formula, charge and spin)	2.070	eV
energy	-33031.680	eV

The geometry in ORCA input format:
```
! wB97M-V def2-TZVPD RIJCOSX def2/J DEFGRID3
* xyz 0 1
Cl 1.98 0.57 -1.29
S 0.31 -0.91 0.27
O 0.96 -0.99 1.51
O -0.18 -2.05 -0.44
O -0.79 1.62 0.92
O -1.42 0.86 -0.98
N -0.87 0.90 0.02
*
```

(2)
The molecule C5H8O2, computed with the ωB97M-V functional and the def2-TZVPD basis.

Values from the calculation:
HOMO	-9.672	eV
LUMO energy	0.9	eV
relative energy (zero: lowest compared OMol25 entry of this formula, charge and spin)	1.513	eV
energy	-9408.319	eV

The geometry in ORCA input format:
```
! wB97M-V def2-TZVPD RIJCOSX def2/J DEFGRID3
* xyz 0 1
O -1.76 0.81 -1.74
O -2.05 -1.59 -0.70
C -1.36 0.67 -0.40
C 0.16 0.65 -0.27
C 0.84 0.13 0.75
C 2.30 -0.22 0.67
C -1.78 -0.72 0.08
H -1.74 -0.91 1.17
H 2.42 -1.11 0.04
H -1.80 -0.10 -2.09
H 2.89 0.58 0.21
H 2.73 -0.46 1.64
H 0.32 -0.15 1.66
H 0.67 0.95 -1.19
H -1.84 1.46 0.19
*
```

(3)
A cluster of 9 separate species, C51H111N6O8 in total at a distorted geometry, computed with the ωB97M-V functional and the def2-TZVPD basis.

Values from the calculation:
HOMO	-11.205	eV
LUMO energy	-8.8	eV
energy	-79973.499	eV

The geometry in ORCA input format:
```
! wB97M-V def2-TZVPD RIJCOSX def2/J DEFGRID3
* xyz 3 1
O 0.79 0.35 -0.21
O 4.60 -0.85 -6.81
O -3.98 4.09 -3.40
O -2.70 4.90 -1.94
O 3.40 -0.96 -4.92
O -1.98 0.93 -7.61
O -1.79 4.05 -3.76
O 4.19 0.91 -5.69
N -4.19 1.49 -0.05
N -1.42 1.00 -6.31
N -1.75 -4.11 0.72
N 2.64 4.04 -1.42
N 4.22 -0.92 1.81
N 0.13 -1.17 6.85
C 0.48 4.06 0.03
C -2.73 2.04 1.85
C -5.47 1.94 -0.86
C 4.16 -0.32 -5.82
C 4.18 4.44 -1.48
C 0.77 -4.49 -2.17
C 4.94 3.35 -2.32
C 0.01 1.40 -6.24
C -2.13 0.07 -5.33
C -1.38 -1.21 6.99
C 0.72 -2.25 7.79
C 1.95 4.62 -2.73
C 2.54 1.05 2.53
C 3.92 2.22 -2.37
C 4.89 -1.77 -0.35
C -1.81 -1.36 -5.75
C -4.39 0.39 1.00
C 0.00 0.34 -3.83
C -1.63 -4.64 2.18
C 0.93 -0.16 9.01
C 1.06 -4.03 5.27
C 4.17 -0.60 0.32
C -0.49 -4.56 -0.09
C -1.56 0.27 -3.91
C 0.19 -2.80 4.79
C 0.64 -1.45 5.41
C 2.68 2.57 -1.50
C -2.75 -5.67 2.37
C 5.64 -1.53 2.00
C -0.28 5.01 0.99
C 1.95 4.56 -0.10
C -3.71 0.35 -5.29
C 3.21 -2.01 2.16
C 0.38 1.52 -4.74
C -3.74 2.66 0.86
C -6.25 0.78 -1.45
C -7.43 1.24 -2.37
C 0.91 -1.65 9.15
C 0.82 0.38 -7.03
C -3.17 0.56 1.93
C 4.00 0.33 2.65
C 2.46 2.34 3.34
C -3.20 -6.06 1.00
C 5.88 -2.37 0.71
C 0.63 0.13 7.50
C -2.84 4.35 -3.01
C -3.04 1.15 -1.06
C 0.20 2.77 -6.89
C -3.01 -4.87 0.21
C -0.44 -3.85 -1.48
C -1.92 -2.58 0.79
H -0.38 -2.77 -1.43
H -5.34 0.69 1.46
H 6.34 -0.74 2.26
H -0.03 -3.05 7.78
H -1.98 1.21 -3.56
H -5.10 2.68 -1.57
H -6.64 0.23 -0.60
H 1.68 -2.57 7.41
H -3.01 2.03 -1.70
H -3.25 3.39 0.21
H 3.71 2.05 -3.42
H -1.71 -2.22 6.75
H -3.59 -5.23 2.91
H -1.73 2.34 1.53
H -2.08 0.94 -0.59
H -3.81 -4.14 0.34
H -1.93 -0.50 -3.24
H 1.74 0.38 2.85
H -6.14 2.39 -0.12
H -2.77 2.58 2.79
H 0.40 0.50 -2.83
H 0.97 -4.80 4.51
H -1.35 4.90 1.19
H 1.82 0.78 -7.23
H 2.73 2.27 -0.46
H 1.91 5.70 -2.86
H -7.97 1.95 -1.73
H -4.02 1.32 -4.89
H -2.49 -6.52 3.01
H -4.44 -0.58 0.52
H 0.75 -5.57 -2.29
H 2.73 4.29 -3.42
H -0.96 -2.11 1.02
H -2.45 3.80 -4.41
H 0.95 4.19 -2.79
H 0.18 -0.62 4.86
H 5.59 -1.41 -1.10
H 1.47 0.54 6.95
H -5.54 0.09 -1.92
H -4.21 0.31 -6.26
H 2.37 2.20 4.41
H -1.31 -4.10 -2.10
H 3.24 3.05 3.05
H 1.26 3.00 -6.81
H 5.83 2.98 -1.81
H -0.22 6.01 0.55
H 0.36 0.45 9.70
H 5.78 -3.45 0.79
H 5.50 -2.16 2.88
H 4.28 -2.51 -0.87
H 0.47 0.12 -8.02
H -0.08 4.13 -0.89
H -0.44 3.48 -6.37
H 0.16 -1.97 9.87
H 0.34 3.01 0.29
H 2.60 4.34 0.75
H 6.89 -2.15 0.36
H 0.36 -2.61 3.73
H -0.74 -5.26 2.27
H 3.18 -2.12 3.25
H -0.88 -2.95 4.95
H 1.93 0.26 9.15
H -0.12 0.93 7.51
H -0.66 -5.64 -0.16
H 1.46 1.69 -4.71
H 0.87 -4.06 -3.17
H -1.77 -0.61 6.17
H 0.05 0.70 -0.74
H 1.76 2.17 -1.93
H 0.36 -4.37 0.56
H -4.17 -0.46 -4.73
H -4.61 3.08 1.36
H -8.07 0.46 -2.78
H -1.64 -0.83 7.98
H -2.93 -5.04 -0.86
H -2.22 -2.36 -0.23
H -1.82 -3.85 2.90
H 3.11 -0.44 0.11
H 0.24 5.04 1.95
H -4.20 -6.48 0.88
H -1.94 -1.46 -6.83
H 2.34 1.38 1.51
H 4.57 4.39 -0.46
H 5.20 3.70 -3.32
H 4.39 1.29 -2.06
H 4.80 0.28 0.22
H 4.22 5.49 -1.77
H 2.19 -1.72 1.88
H -0.80 -1.71 -5.54
H -2.70 -2.48 1.54
H 1.72 -1.36 5.32
H 1.87 -2.04 9.50
H 1.64 -4.21 -1.58
H -2.42 -2.06 -5.18
H -0.03 2.75 -7.96
H 3.45 -2.91 1.60
H 4.79 0.98 2.28
H 0.74 -4.35 6.27
H 4.30 0.03 3.66
H 2.07 5.65 -0.08
H -0.08 2.43 -4.36
H 1.53 2.88 3.14
H -2.55 -6.87 0.65
H -3.39 0.20 2.93
H 2.12 -3.79 5.39
H -2.35 -0.11 1.67
H 0.96 -0.51 -6.41
H 0.54 -0.58 -4.02
H 3.45 -0.15 -4.40
H -6.91 1.80 -3.15
H -3.38 0.24 -1.54
*
```

(4)
A structure of composition C25H27N9O2SiSn at a distorted geometry, computed with the ωB97M-V functional and the def2-TZVPD basis.

Values from the calculation:
HOMO	-14.022	eV
LUMO energy	-6.3	eV
relative energy (zero: lowest compared OMol25 entry of this formula, charge and spin)	0.000	eV
energy	-57569.599	eV

The geometry in ORCA input format:
```
! wB97M-V def2-TZVPD RIJCOSX def2/J DEFGRID3
* xyz 2 1
Sn 0.19 0.02 0.19
Si -2.32 1.08 2.24
O 3.08 -0.13 -2.69
O 1.83 0.13 1.64
N -2.40 0.51 -2.18
N 0.35 2.31 -0.24
N 0.55 -2.27 0.42
N 2.17 -0.03 -0.54
N -1.50 -1.15 -0.83
N -1.38 1.17 0.67
N -2.81 -3.06 -0.39
N -3.76 -1.20 -1.54
N -5.04 -2.98 -0.91
C 6.77 0.02 -0.07
C -2.57 -0.63 -1.50
C -4.14 0.92 1.94
C 6.42 0.13 1.27
C 0.77 -5.02 0.68
C 2.68 0.08 0.70
C 5.08 0.17 1.67
C 4.48 -0.01 -0.68
C 2.46 3.28 -1.01
C -1.70 -2.40 -0.36
C -1.70 3.52 -0.07
C -0.49 -3.07 0.18
C -3.86 -2.39 -0.95
C 0.28 4.55 -0.96
C -1.06 4.61 -0.64
C -1.89 2.57 3.24
C 1.72 -2.84 0.77
C -1.65 -0.49 3.00
C 5.80 -0.05 -1.08
C 3.23 -0.07 -1.51
C 1.86 -4.20 0.89
C -0.44 -4.44 0.32
C -0.96 2.37 0.12
C 4.14 0.10 0.66
C 1.00 3.37 -0.73
H -3.17 0.83 -2.75
H -4.66 1.12 2.88
H -2.32 2.45 4.24
H 7.81 -0.01 -0.34
H -2.75 3.55 0.20
H 7.20 0.19 2.02
H -1.50 0.93 -2.31
H -5.83 -2.54 -1.35
H -1.62 5.52 -0.83
H -0.55 -0.50 3.08
H 4.80 0.27 2.71
H 2.55 -2.19 0.98
H 2.65 2.91 -2.02
H 2.83 -4.61 1.16
H -2.04 -0.61 4.01
H 0.80 5.41 -1.36
H -4.41 -0.09 1.63
H -1.96 -1.37 2.43
H -4.52 1.62 1.20
H -0.81 2.70 3.35
H 0.85 -6.10 0.78
H -5.14 -3.89 -0.49
H -2.30 3.49 2.82
H 2.95 2.62 -0.29
H 2.92 4.27 -0.94
H 6.07 -0.14 -2.12
H -1.32 -5.03 0.12
*
```